No. 1
This record from the Open Molecules 2025 dataset describes C34H49Cl2N2OP3ReS as an isolated structure. The level of theory is wB97M-V/def2-TZVPD.

The LUMO energy (alpha / beta) comes out at -4.5 / -6.3 eV. The energy relative to the best compared isomer or geometry (same formula, charge and spin) comes out at 0.0 kcal per mole. The orbital gap (alpha / beta) is 8.32 / 6.74 eV. Its highest occupied orbital energy (alpha / beta) is -12.796 / -13.033 eV. Its total energy is -106946.1190 eV. As for the expectation value of S²: 3.79.

ORCA input file:
```
! RIJCOSX wB97M-V def2-TZVPD def2/J DEFGRID3
* xyz 2 4
P -4.86 -1.25 -2.20
C -6.28 -1.26 -1.07
C -7.47 -0.58 -1.39
H -7.47 0.16 -2.19
C -8.65 -0.87 -0.70
H -9.58 -0.39 -1.01
C -8.64 -1.79 0.36
H -9.57 -2.03 0.87
C -7.43 -2.38 0.75
H -7.42 -3.07 1.60
C -6.25 -2.10 0.06
H -5.31 -2.55 0.38
C -5.21 0.07 -3.37
C -5.11 1.41 -2.95
H -4.69 1.64 -1.96
C -5.54 2.44 -3.78
H -5.45 3.47 -3.45
C -6.10 2.13 -5.03
H -6.47 2.93 -5.67
C -6.20 0.80 -5.45
H -6.64 0.56 -6.42
C -5.74 -0.23 -4.64
H -5.81 -1.27 -4.96
C -5.00 -2.84 -3.07
C -6.24 -3.51 -3.15
H -7.08 -3.18 -2.52
C -6.42 -4.57 -4.03
H -7.40 -5.04 -4.12
C -5.34 -5.03 -4.79
H -5.49 -5.84 -5.51
C -4.07 -4.46 -4.62
H -3.22 -4.85 -5.18
C -3.90 -3.38 -3.75
H -2.91 -2.96 -3.59
Re -0.49 -0.07 -0.25
C 0.19 0.95 -1.84
C -0.55 0.91 -2.99
H 1.14 1.49 -1.81
C -1.94 0.30 -2.86
O -2.09 -0.66 -3.92
H -3.03 -0.73 -4.13
C -2.24 -0.33 -1.50
H -2.66 1.14 -2.98
C -3.40 -1.07 -1.31
Cl 1.62 0.49 0.75
Cl -1.64 -1.18 1.55
P -1.15 1.90 0.74
C -0.46 2.20 2.40
H 0.59 2.49 2.31
H -0.54 1.29 3.01
H -1.04 3.01 2.87
C -0.74 3.44 -0.13
H -1.21 3.45 -1.12
H 0.35 3.51 -0.25
H -1.11 4.29 0.46
C -2.94 2.03 1.02
H -3.29 1.16 1.59
H -3.46 2.06 0.06
H -3.13 2.95 1.58
P 0.19 1.42 -4.57
C 1.76 2.22 -4.21
C -0.89 2.60 -5.37
H 2.44 1.52 -3.71
H 1.60 3.08 -3.55
H 2.21 2.55 -5.15
H -1.92 2.23 -5.36
H -0.55 2.73 -6.41
H -0.83 3.56 -4.85
C 0.50 -0.05 -5.55
H 1.44 -0.52 -5.22
H 0.59 0.25 -6.61
H -0.33 -0.74 -5.41
H -3.40 -1.68 -0.40
C 2.88 -1.55 -2.24
N 3.02 -2.07 -0.89
C 4.37 -2.11 -0.34
C 1.94 -2.45 -0.20
S 0.39 -2.27 -0.93
N 2.03 -2.99 1.05
C 2.84 -2.36 2.10
C 0.88 -3.75 1.54
H 3.87 -1.54 -2.70
H 2.47 -0.53 -2.23
H 2.21 -2.20 -2.82
H 4.57 -1.24 0.29
H 4.54 -3.04 0.22
H 5.06 -2.08 -1.19
H 2.80 -1.26 2.03
H 2.41 -2.66 3.06
H 3.87 -2.72 2.07
H 0.04 -3.08 1.79
H 0.56 -4.46 0.78
H 1.21 -4.28 2.44
*
```

=====

No. 2
This record from the Open Molecules 2025 dataset describes a 2-piece molecular cluster, C2H7NO3 overall. The level of theory is wB97M-V/def2-TZVPD.

The LUMO energy (alpha / beta) comes out at -3.9 / -9.9 eV. The energy relative to the best compared isomer or geometry (same formula, charge and spin) comes out at 37.8 kcal per mole. The orbital gap (alpha / beta) is 11.36 / 5.01 eV. Its highest occupied orbital energy (alpha / beta) is -15.221 / -14.948 eV. Its total energy is -9809.7790 eV. As for the expectation value of S²: 0.76.

ORCA input file:
```
! RIJCOSX wB97M-V def2-TZVPD def2/J DEFGRID3
* xyz 1 2
N 1.72 -0.73 -1.04
C 1.30 -0.65 0.35
O 0.94 0.65 0.85
H 2.70 -0.49 -1.26
H 1.15 -0.04 -1.58
H 0.38 -1.24 0.47
H 2.14 -0.99 0.96
H 1.68 1.26 0.69
O -1.00 -0.10 -1.07
C -1.80 0.05 -0.19
O -1.64 0.62 1.01
H -2.90 0.02 -0.41
H -0.69 0.50 1.29
*
```

=====

No. 3
This record from the Open Molecules 2025 dataset describes C5H7HoO4 as an isolated structure. The level of theory is wB97M-V/def2-TZVPD.

The LUMO energy (alpha / beta) comes out at -0.2 / -0.2 eV. The energy relative to the best compared isomer or geometry (same formula, charge and spin) comes out at 0.0 kcal per mole. The orbital gap (alpha / beta) is 6.52 / 6.57 eV. Its highest occupied orbital energy (alpha / beta) is -6.761 / -6.774 eV. Its total energy is -39284.2434 eV. As for the expectation value of S²: 6.01.

ORCA input file:
```
! RIJCOSX wB97M-V def2-TZVPD def2/J DEFGRID3
* xyz 0 5
O -1.87 0.09 0.07
C -3.43 -3.36 -0.58
O -2.34 -3.04 -0.70
O 0.97 -1.85 0.66
C 1.70 -1.32 -0.47
C 1.94 0.15 -0.27
O 0.66 0.84 -0.52
C 0.00 1.55 0.52
C -1.50 1.41 0.25
Ho -0.51 -1.25 -0.55
H 2.65 -1.85 -0.66
H 2.68 0.56 -0.98
H 2.24 0.43 0.76
H 0.31 2.61 0.54
H 0.26 1.10 1.49
H -1.74 2.02 -0.65
H -2.03 1.89 1.10
*
```

=====

| no. | F_max (eV Å⁻¹) |
| --- | --- |
| 1 | 3.26 |
| 2 | 3.91 |
| 3 | 2.09 |